[1]
Formula: C24H30F18O12
Source: the Open Molecules 2025 dataset
Level of theory: ωB97M-V with the def2-TZVPD basis set

Geometry as XYZ:
```
84
Properties=species:S:1:pos:R:3:lowdin_charge:R:1
C -2.3811 0.6859 3.9663 -0.054
C -2.3360 1.6975 2.8423 -0.216
O -2.4584 0.9969 1.6030 -0.005
C -2.8038 1.7432 0.4894 -0.295
O -2.9273 2.9691 0.5314 0.137
C -2.8498 0.9070 -0.8086 -0.479
F -2.6339 -0.4283 -0.5905 0.133
F -4.1022 0.9106 -1.3382 0.133
F -1.9926 1.3513 -1.7472 0.163
H -3.1979 -0.0296 4.0611 0.086
H -2.3728 1.3277 4.8472 0.084
H -1.5411 -0.0086 3.9864 0.053
H -1.4583 2.3430 2.8095 0.130
H -3.2038 2.3517 2.9270 0.124
C 1.6114 1.8173 -7.4306 -0.069
C 1.0728 0.5123 -6.8772 -0.183
O -0.3571 0.5205 -6.5190 -0.007
C -1.3113 0.6918 -7.4943 -0.285
O -1.0275 0.9663 -8.6756 0.121
C -2.7356 0.3866 -6.9226 -0.536
F -3.3203 1.5096 -6.4668 0.145
F -3.5300 -0.0964 -7.8814 0.171
F -2.6803 -0.4437 -5.8875 0.175
H 1.5318 1.7413 -8.5150 0.073
H 2.6621 1.9310 -7.1640 0.081
H 1.0243 2.6384 -7.0193 0.078
H 1.4782 0.3861 -5.8733 0.109
H 1.4404 -0.3067 -7.4954 0.127
C 1.7433 0.8934 2.4157 -0.060
C 2.6814 0.3104 1.3614 -0.194
O 2.7432 1.1169 0.1465 0.012
C 1.6328 1.3077 -0.6876 -0.267
O 0.5728 0.6847 -0.6185 0.136
C 1.8863 1.9597 -2.0557 -0.561
F 1.6410 1.0236 -3.0064 0.161
F 1.2388 3.0889 -2.1662 0.196
F 3.1524 2.3481 -2.2239 0.157
H 0.7232 0.7246 2.0710 0.062
H 1.8324 1.9764 2.5016 0.084
H 1.9456 0.5133 3.4171 0.067
H 2.4426 -0.7508 1.2915 0.123
H 3.7061 0.3331 1.7322 0.107
C 5.2636 -1.9936 2.8225 -0.041
C 5.4733 -2.7463 4.1972 -0.168
O 5.1805 -1.8615 5.2907 -0.006
C 3.8805 -1.4028 5.5009 -0.318
O 2.9177 -1.6280 4.7895 0.137
C 3.7606 -0.6613 6.7860 -0.575
F 4.7169 -1.0069 7.6135 0.204
F 3.7546 0.6424 6.4592 0.174
F 2.5887 -0.9816 7.3676 0.166
H 5.3936 -2.7763 2.0752 0.081
H 6.0540 -1.2431 2.8350 0.080
H 4.3070 -1.4943 2.6679 0.034
H 6.5277 -2.9464 4.3876 0.125
H 4.8793 -3.6600 4.2187 0.122
C -0.2655 -2.6396 3.9886 -0.049
C 0.3943 -4.0271 4.0096 -0.249
O -0.4483 -4.9656 4.5547 -0.001
C -0.1036 -6.2645 4.8881 -0.295
O 1.0252 -6.7371 4.7958 0.137
C -1.3256 -7.1994 5.1270 -0.614
F -2.1629 -6.4700 5.8900 0.159
F -1.7496 -7.4921 3.9011 0.194
F -0.9172 -8.1929 5.8015 0.243
H 0.3246 -1.8129 3.5929 0.057
H -0.4310 -2.3987 5.0387 0.083
H -1.2215 -2.6179 3.4653 0.078
H 1.3532 -4.0272 4.5279 0.115
H 0.6537 -4.4309 3.0309 0.131
C -5.3515 2.0643 -4.3763 -0.056
C -4.5142 3.1068 -3.6412 -0.214
O -3.2283 3.2922 -4.2305 -0.023
C -2.4655 4.3624 -3.7210 -0.240
O -2.9622 5.2090 -2.9583 0.122
C -1.0290 4.5221 -4.4188 -0.537
F -0.9433 5.2634 -5.5162 0.174
F -0.1916 5.1544 -3.6564 0.187
F -0.5550 3.2563 -4.6597 0.120
H -6.2298 1.6935 -3.8480 0.080
H -4.8327 1.1292 -4.5875 0.062
H -5.7334 2.3971 -5.3414 0.078
H -4.3328 2.8984 -2.5868 0.105
H -4.9967 4.0839 -3.6173 0.122
```

## Properties
- Energy above the lowest of the compared OMol25 structures with the same formula, charge and spin: 4.1131 eV
- Net charge: 0
- SMILES string: CCOC(=O)C(F)(F)F.CCOC(=O)C(F)(F)F.CCOC(=O)C(F)(F)F.CCOC(=O)C(F)(F)F.CCOC(=O)C(F)(F)F.CCOC(=O)C(F)(F)F
- Orbital gap: 11.3 eV
- E_LUMO: 0.3190 eV

[2]
Formula: CH7NO4P
Source: the Open Molecules 2025 dataset
Level of theory: ωB97M-V with the def2-TZVPD basis set

Geometry as XYZ:
```
14
Properties=species:S:1:pos:R:3:lowdin_charge:R:1
C 0.4538 0.7608 -1.8550 -0.008
N -1.9154 -1.1008 0.5784 0.189
O 1.1701 0.6434 1.9486 0.011
O 0.9590 -1.2003 0.2917 0.017
O 0.8560 1.1298 -0.5142 -0.155
O -0.9478 0.2153 0.9710 -0.187
P 0.5492 0.1858 0.6498 0.301
H 1.2179 1.1884 -2.5575 0.140
H -0.5906 0.8931 -1.8839 0.087
H 0.6041 -0.2825 -1.9106 0.068
H -2.5399 -0.6233 -0.1358 0.132
H -2.1269 -1.3287 1.5305 0.082
H 1.6897 1.4834 2.1138 0.182
H 0.6209 -1.9644 0.7732 0.141
```

## Properties
- Energy above the lowest of the compared OMol25 structures with the same formula, charge and spin: 0.3143 eV
- Net charge: +1
- Orbital gap: 11.5 eV
- E_LUMO: -4.4331 eV

[3]
Formula: C29H46BrN5O7P2SV
Source: the Open Molecules 2025 dataset
Level of theory: ωB97M-V with the def2-TZVPD basis set

Geometry as XYZ:
```
92
Properties=species:S:1:pos:R:3:lowdin_charge:R:1
C 5.2536 -1.9476 -0.4470 -0.056
C 5.4071 -0.5697 0.2149 -0.269
O 4.5565 0.4113 -0.3964 -0.234
P 5.2369 1.5572 -1.2816 0.515
O 6.3477 1.0415 -2.0882 -0.247
C 3.8347 1.8439 -2.3917 -0.176
C 2.9775 3.1208 -2.2206 -0.130
C 1.6854 2.5518 -1.6397 -0.141
C 1.3363 2.8260 -0.2939 -0.115
C 2.1747 3.7487 0.5800 -0.096
C 2.1589 5.1701 -0.0095 -0.230
N 1.0522 5.7494 -0.2233 0.124
C 0.2293 2.2704 0.3081 0.075
C -0.6033 1.4067 -0.3792 -0.229
C -0.2851 1.1786 -1.7287 -0.464
C 0.8206 1.7256 -2.3556 -0.337
P 0.9299 1.1664 -4.1262 0.618
O 2.2367 0.2574 -4.2879 -0.345
Br 1.2920 2.9493 -5.4268 0.412
S -1.3278 0.0976 -2.6299 1.170
C -1.7643 -1.0227 -1.3479 -0.458
C -1.9401 -2.3625 -1.6614 -0.059
C -2.2496 -3.2762 -0.6803 -0.180
C -2.3982 -4.7404 -1.0320 -0.137
C -3.8318 -5.3042 -0.7826 -0.169
C -3.9999 -5.8219 0.6891 -0.177
C -5.2266 -5.1368 1.3745 -0.263
N -4.9303 -4.4909 2.6722 -0.011
C -2.4054 -2.7636 0.6214 0.058
C -2.2326 -1.4372 0.9427 -0.148
C -2.4191 -1.0297 2.3922 -0.101
C -1.0644 -0.5601 3.0330 -0.255
N -0.9095 -1.2603 4.3180 -0.002
C -1.8956 -0.5070 -0.0360 -0.236
N -1.6863 0.8439 0.3000 0.018
C -2.9273 1.7129 0.2920 -0.051
C -4.2066 1.0673 -0.2232 -0.352
O -4.7945 0.2258 0.7450 -0.023
C -5.2276 2.2543 -0.4708 -0.200
N -5.5805 2.8325 0.8390 0.012
O 5.8344 2.8344 -0.4763 -0.186
C 5.7636 2.7704 0.9636 -0.281
C 7.0671 2.2002 1.5931 -0.054
H 4.1985 -2.2657 -0.5763 0.069
H 5.7276 -2.6958 0.2039 0.086
H 5.7665 -2.0054 -1.4134 0.085
H 6.4636 -0.2979 0.2825 0.112
H 5.0479 -0.6780 1.2501 0.122
H 4.2418 1.8353 -3.4088 0.113
H 3.2302 0.9418 -2.2871 0.059
H 2.8638 3.7072 -3.1348 0.085
H 3.4352 3.7913 -1.4852 0.081
H 1.6895 3.8407 1.5599 0.124
H 3.1915 3.3796 0.7443 0.092
H 3.1231 5.6678 -0.1951 0.124
H 1.2724 6.6778 -0.5921 0.064
H 0.0204 2.4995 1.3502 0.145
H 2.2129 -0.4935 -3.6174 -0.128
H -1.8068 -2.6515 -2.7049 0.128
H -1.7124 -5.2957 -0.3750 0.124
H -2.0979 -4.8906 -2.0760 0.114
H -3.9190 -6.1861 -1.4312 0.107
H -4.5844 -4.5665 -1.0754 0.107
H -3.0896 -5.6036 1.2665 0.087
H -4.0987 -6.9131 0.6833 0.107
H -5.9811 -5.9179 1.5430 0.102
H -5.6862 -4.3631 0.7496 0.102
H -4.7192 -3.5081 2.5322 0.041
H -4.0923 -4.8999 3.0736 0.059
H -2.6758 -3.4838 1.3918 0.111
H -3.1408 -0.2045 2.4585 0.104
H -2.8852 -1.8573 2.9399 0.109
H -1.1361 0.5252 3.1672 0.103
H -0.2669 -0.8140 2.3107 0.077
H -0.7187 -2.2291 4.0886 0.069
H -0.1310 -0.8388 4.8116 0.064
H -3.1250 2.0041 1.3359 0.135
H -2.6785 2.6455 -0.2291 0.138
H -4.1156 0.5764 -1.2062 0.140
H -5.7518 0.2517 0.6462 0.102
H -6.1454 1.8377 -0.9002 0.122
H -4.7412 3.0103 -1.1046 0.113
H -6.5143 3.2189 0.8007 0.076
H -4.9150 3.5476 1.1016 0.070
H 5.7048 3.8134 1.3089 0.116
H 4.8680 2.2757 1.3576 0.094
H 7.6434 2.9877 2.0889 0.077
H 7.6676 1.8171 0.7589 0.085
H 6.8513 1.4242 2.3340 0.076
O 1.4388 -0.6452 -2.7833 -0.531
V 1.0554 -1.0789 -1.1837 1.059
O 0.7257 -1.4759 0.3978 -0.405
```

## Properties
- Net charge: +1
- Orbital gap: 4.1 eV
- E_LUMO: -6.9274 eV

[4]
Formula: C18H18F2N4O3
Source: the Open Molecules 2025 dataset
Level of theory: ωB97M-V with the def2-TZVPD basis set

Geometry as XYZ:
```
45
Properties=species:S:1:pos:R:3:lowdin_charge:R:1
C -1.4442 -3.1158 2.3946 -0.028
C 0.0145 -3.3947 2.4754 -0.305
N 0.6965 -3.2261 3.5949 0.119
N 1.9576 -3.5491 3.3226 -0.211
C 2.1100 -3.9270 2.0401 -0.016
C 0.8687 -3.8498 1.4457 -0.154
C 0.4693 -4.1229 0.0289 -0.297
N -0.0091 -2.8864 -0.5852 0.114
C 0.7021 -1.7450 -0.6088 -0.438
O 1.8263 -1.5993 -0.1740 0.094
C -0.0460 -0.6244 -1.2472 -0.177
N -1.2275 -0.7821 -1.7966 0.113
O -1.6144 0.4129 -2.2786 0.035
C -0.6592 1.3244 -2.0287 -0.213
C 0.3746 0.7238 -1.3689 0.083
H 1.2890 1.1479 -1.0153 0.127
C -0.8935 2.7306 -2.4662 -0.108
O -1.0679 3.5157 -1.3005 -0.018
C -1.3111 4.8427 -1.4389 -0.265
C -1.3900 5.5106 -2.6557 0.062
C -1.6444 6.8722 -2.6688 -0.203
C -1.8219 7.5760 -1.4886 -0.217
C -1.7434 6.9100 -0.2758 0.006
C -1.4900 5.5559 -0.2507 0.001
H -1.4257 5.0211 0.6822 0.122
H -1.8837 7.4670 0.6363 0.124
F -2.0695 8.8977 -1.5106 0.081
F -1.7159 7.4992 -3.8547 0.092
H -1.2615 5.0141 -3.6033 0.120
H -1.7928 2.7600 -3.0948 0.144
H -0.0273 3.0883 -3.0402 0.145
H -0.9240 -2.8633 -1.0073 0.131
C 1.6101 -4.7158 -0.7958 -0.043
H 1.2733 -4.9138 -1.8111 0.080
H 2.4360 -4.0112 -0.8300 0.076
H 1.9493 -5.6459 -0.3483 0.082
H -0.3838 -4.8131 0.0252 0.150
H 3.0648 -4.2118 1.6493 0.130
C 2.9700 -3.4560 4.3331 -0.025
H 3.4450 -4.4259 4.4946 0.087
H 3.7330 -2.7294 4.0468 0.089
H 2.4886 -3.1307 5.2528 0.087
H -1.8234 -2.8963 3.3883 0.076
H -1.6321 -2.2596 1.7470 0.072
H -1.9766 -3.9747 1.9870 0.077
```

## Properties
- Energy above the lowest of the compared OMol25 structures with the same formula, charge and spin: 0.1895 eV
- Net charge: 0
- SMILES string: Cc1nn(C)cc1[C@H](C)NC(=O)c1cc(COc2ccc(F)c(F)c2)on1
- Orbital gap: 9.4 eV
- E_LUMO: 0.6518 eV

[5]
Formula: C5H12N4
Source: the Open Molecules 2025 dataset
Level of theory: ωB97M-V with the def2-TZVPD basis set

Geometry as XYZ:
```
21
Properties=species:S:1:pos:R:3:lowdin_charge:R:1
C 1.2161 1.3262 1.0806 -0.059
C 2.5188 -0.1770 -0.4656 -0.052
C 0.0428 -0.4132 -0.4216 -0.430
C -1.5989 0.1199 -0.1763 -0.566
C 1.1787 0.2149 0.0801 -0.227
N 0.1935 -1.6554 -1.0949 0.094
N -2.0617 0.6714 1.0511 0.117
N -2.6077 -0.6824 -0.8221 0.092
N -0.7172 0.7083 -1.0058 0.109
H -0.6300 -1.8739 -1.6396 0.068
H 0.4139 -2.4082 -0.4535 0.086
H -1.3945 1.2781 1.4991 0.052
H -2.4839 0.0393 1.7166 0.080
H -3.2389 -1.1219 -0.1616 0.069
H -3.1654 -0.0886 -1.4252 0.089
H 0.9863 2.2844 0.6087 0.091
H 0.5177 1.1786 1.8998 0.062
H 2.4442 -0.5627 -1.4810 0.078
H 3.1991 0.6766 -0.4685 0.079
H 2.9717 -0.9490 0.1682 0.092
H 2.2153 1.4345 1.5115 0.079
```

## Properties
- Energy above the lowest of the compared OMol25 structures with the same formula, charge and spin: 3.6478 eV
- Net charge: 0
- Orbital gap (spin up / spin down): 7.8 / 7.8 eV
- E_LUMO (spin up / spin down): 0.4657 / 0.4611 eV

Q: Which value of net charge does entry 5 give?
A: 0

Please write out number 2 again, unchanged.
Formula: CH7NO4P
Source: the Open Molecules 2025 dataset
Level of theory: ωB97M-V with the def2-TZVPD basis set

Geometry as XYZ:
```
14
Properties=species:S:1:pos:R:3:lowdin_charge:R:1
C 0.4538 0.7608 -1.8550 -0.008
N -1.9154 -1.1008 0.5784 0.189
O 1.1701 0.6434 1.9486 0.011
O 0.9590 -1.2003 0.2917 0.017
O 0.8560 1.1298 -0.5142 -0.155
O -0.9478 0.2153 0.9710 -0.187
P 0.5492 0.1858 0.6498 0.301
H 1.2179 1.1884 -2.5575 0.140
H -0.5906 0.8931 -1.8839 0.087
H 0.6041 -0.2825 -1.9106 0.068
H -2.5399 -0.6233 -0.1358 0.132
H -2.1269 -1.3287 1.5305 0.082
H 1.6897 1.4834 2.1138 0.182
H 0.6209 -1.9644 0.7732 0.141
```

## Properties
- Energy above the lowest of the compared OMol25 structures with the same formula, charge and spin: 0.3143 eV
- Net charge: +1
- Orbital gap: 11.5 eV
- E_LUMO: -4.4331 eV

Q: What is the formula in the second record?
A: CH7NO4P

Q: net charge of number 5 (C5H12N4)?
A: 0